(1)
Entry from OMol25: a structure of composition C43H36N5O5STc in a non-equilibrium geometry (ωB97M-V/def2-TZVPD).

```
! wB97M-V def2-TZVPD RIJCOSX def2/J DEFGRID3
* xyz 0 1
Tc -0.242 0.487 0.186
O -3.509 -0.100 4.987
C -2.417 0.775 5.288
C -2.385 1.513 6.478
C -1.231 2.215 6.761
C -0.131 2.200 5.907
C -0.207 1.477 4.706
C -1.357 0.799 4.349
C -1.336 -0.131 3.201
O -0.223 0.305 2.316
N -2.560 -0.121 2.422
N -2.269 1.111 0.425
C -3.103 1.538 -0.434
C -2.764 1.790 -1.815
C -3.834 2.219 -2.649
C -3.579 2.628 -3.916
C -2.265 2.762 -4.408
C -1.206 2.416 -3.615
C -1.409 1.927 -2.279
O -0.364 1.575 -1.585
H -4.220 0.018 5.644
H -3.237 1.501 7.137
H -1.169 2.696 7.741
H 0.769 2.694 6.247
H 0.637 1.420 4.040
H -4.142 1.604 -0.131
H -4.816 2.214 -2.250
H -4.454 2.846 -4.569
H -2.034 3.143 -5.413
H -0.179 2.511 -3.867
N -2.931 1.130 1.673
C -2.913 -1.405 1.449
O -2.046 -2.232 1.368
C -4.192 -1.229 0.864
C -5.182 -0.300 1.211
N -6.005 0.494 1.395
C -4.519 -2.071 -0.253
N -4.857 -2.721 -1.143
H -2.492 1.828 2.257
H -3.309 -0.207 3.146
O -1.441 -0.855 -0.867
S -0.845 -1.725 -2.037
C -1.816 -1.318 -3.528
C -2.862 -2.384 -3.654
C -2.197 -3.631 -3.138
C -1.558 -3.359 -1.796
H -1.124 -1.217 -4.355
H -2.134 -0.323 -3.358
H -3.193 -2.498 -4.697
H -3.681 -2.204 -2.991
H -1.378 -3.923 -3.825
H -2.925 -4.463 -3.046
H -0.746 -4.039 -1.629
H -2.194 -3.269 -0.922
C 6.044 -0.850 -3.302
C 5.905 -0.304 -2.039
C 4.711 -0.300 -1.340
C 3.543 -0.781 -1.930
C 3.673 -1.310 -3.203
C 4.862 -1.340 -3.894
C 2.248 -0.753 -1.213
C 1.627 0.321 -0.738
C 2.341 1.666 -0.824
C 2.713 2.345 0.370
C 3.478 3.523 0.252
C 3.840 4.004 -0.965
C 3.460 3.327 -2.132
C 2.691 2.185 -2.071
H 7.008 -0.945 -3.764
H 6.802 0.025 -1.536
H 4.638 0.138 -0.346
H 2.782 -1.706 -3.672
H 4.832 -1.737 -4.911
H 1.832 -1.758 -1.210
H 2.446 1.952 1.336
H 3.773 4.000 1.161
H 4.441 4.910 -1.097
H 3.677 3.671 -3.118
H 2.393 1.586 -2.933
C 0.611 -0.508 1.491
C 1.572 -1.444 2.090
C 1.115 -2.613 2.729
C 2.073 -3.505 3.202
C 3.472 -3.234 3.000
C 3.925 -2.133 2.276
C 2.951 -1.246 1.842
H 0.040 -2.730 2.882
H 1.757 -4.383 3.754
H 4.211 -3.905 3.450
H 4.970 -1.933 2.060
H 3.314 -0.348 1.312
*
```

LUMO level	-0.78	eV
orbital gap	6.30	eV

---

(2)
Entry from OMol25: a structure of composition C43H36N7O3SSn in a non-equilibrium geometry (ωB97M-V/def2-TZVPD).

```
! wB97M-V def2-TZVPD RIJCOSX def2/J DEFGRID3
* xyz 1 1
Sn 1.251 0.320 -1.641
C -3.673 4.312 1.840
C -3.431 2.802 1.928
N -2.095 2.442 2.378
C -1.766 2.938 3.746
C -2.603 2.349 4.858
C -1.447 1.358 1.812
S -0.786 0.169 2.849
N -1.965 1.936 -0.650
C -2.037 1.479 -2.015
O -1.168 0.664 -2.405
C -3.189 1.961 -2.855
C -3.091 1.557 -4.220
C -4.145 1.718 -5.034
C -5.332 2.345 -4.606
C -5.437 2.767 -3.294
C -4.332 2.598 -2.425
H -4.396 4.617 1.077
H -2.721 4.866 1.581
H -3.958 4.663 2.839
H -3.564 2.314 0.963
H -4.124 2.237 2.665
H -1.956 4.015 3.576
H -0.665 2.877 3.960
H -3.679 2.629 4.680
H -2.121 2.879 5.735
H -2.520 1.247 4.833
H -2.227 1.061 -4.601
H -4.144 1.279 -6.021
H -5.939 2.807 -5.366
H -6.320 3.292 -2.827
H -4.355 3.139 -1.484
N -8.060 -2.859 0.649
C -6.989 -2.360 0.524
C -5.740 -1.784 0.546
C -5.073 -1.722 -0.757
C -3.794 -1.337 -0.811
C -3.134 -0.758 0.334
C -3.905 -0.700 1.546
C -5.166 -1.243 1.675
C -1.670 -0.396 0.220
C -0.887 -1.462 -0.156
C -1.353 -2.826 -0.239
C -0.314 -3.636 -0.797
C 0.707 -2.773 -1.121
N 0.480 -1.485 -0.657
C -1.211 1.051 0.306
C -1.607 3.280 -0.546
C -0.374 3.635 -0.076
C 0.581 2.582 0.137
N 0.187 1.316 0.083
H -5.657 -2.017 -1.627
H -3.263 -1.426 -1.772
H -3.546 -0.159 2.395
H -5.501 -1.533 2.668
H -2.350 -3.175 0.082
H -0.393 -4.709 -1.010
H 1.605 -3.091 -1.602
H -2.350 4.052 -0.760
H -0.238 4.741 0.090
H 1.647 2.743 0.338
O 3.857 1.819 0.690
C 4.044 0.632 0.341
N 4.942 -0.260 0.843
C 5.087 -1.435 0.022
C 3.882 -1.195 -0.931
O 3.589 -2.003 -1.848
N 3.306 0.039 -0.706
C 6.280 -1.526 -0.819
C 6.926 -0.374 -1.205
C 7.826 -0.345 -2.289
C 7.822 -1.373 -3.212
C 7.003 -2.489 -2.929
C 6.364 -2.612 -1.695
C 4.934 -2.683 0.889
C 5.834 -3.757 0.964
C 5.735 -4.638 2.080
C 4.714 -4.487 2.991
C 3.676 -3.542 2.767
C 3.803 -2.719 1.699
H 5.580 0.125 1.502
H 6.801 0.546 -0.561
H 8.458 0.510 -2.449
H 8.441 -1.325 -4.105
H 6.903 -3.369 -3.573
H 5.731 -3.484 -1.560
H 6.672 -3.922 0.361
H 6.517 -5.411 2.258
H 4.746 -4.945 3.967
H 2.767 -3.440 3.350
H 3.066 -1.926 1.620
*
```

LUMO level	-4.63	eV
orbital gap	5.96	eV

---

(3)
Entry from OMol25: a structure of composition C43H37N6O5STi in a non-equilibrium geometry (ωB97M-V/def2-TZVPD).

```
! wB97M-V def2-TZVPD RIJCOSX def2/J DEFGRID3
* xyz 0 2
Ti -0.276 0.065 0.829
C -1.413 -2.923 -3.970
C -0.408 -2.549 -3.050
N -0.624 -2.339 -1.779
C -1.885 -2.504 -1.294
C -2.962 -2.877 -2.135
C -2.685 -3.079 -3.507
C -4.257 -3.042 -1.597
C -4.459 -2.842 -0.261
C -3.397 -2.463 0.578
C -2.118 -2.295 0.102
N -1.057 -1.859 0.922
C -0.840 -2.518 2.109
C -1.493 -3.645 2.585
C -1.157 -4.234 3.818
C -0.168 -3.741 4.621
C 0.552 -2.609 4.174
C 1.629 -2.046 4.893
C 2.314 -0.975 4.390
C 1.906 -0.440 3.158
N 0.904 -0.936 2.471
C 0.222 -2.013 2.940
H -1.159 -3.085 -5.009
H 0.614 -2.418 -3.401
H -3.496 -3.363 -4.169
H -5.069 -3.330 -2.253
H -5.448 -2.950 0.166
H -3.592 -2.256 1.620
H -2.277 -4.101 1.999
H -1.714 -5.111 4.125
H 0.085 -4.198 5.568
H 1.906 -2.481 5.846
H 3.146 -0.532 4.919
H 2.404 0.427 2.736
C 2.035 -2.015 -0.345
O 1.608 -0.640 -0.270
C 2.565 0.317 -0.442
C 3.780 0.092 -1.073
C 4.673 1.145 -1.204
C 4.365 2.407 -0.716
C 3.148 2.628 -0.095
C 2.246 1.581 0.040
N 0.966 1.717 0.670
N 0.690 2.901 0.985
C -0.461 3.194 1.679
C -1.240 2.254 2.368
O -1.030 0.967 2.299
C -2.305 2.701 3.210
C -2.595 4.020 3.302
C -1.857 5.007 2.579
C -2.204 6.371 2.659
C -1.498 7.313 1.960
C -0.417 6.909 1.158
C -0.064 5.588 1.062
C -0.776 4.601 1.775
H 2.893 -2.152 0.314
H 1.182 -2.600 -0.029
H 2.284 -2.259 -1.377
H 4.010 -0.877 -1.489
H 5.616 0.973 -1.705
H 5.071 3.220 -0.820
H 2.880 3.600 0.291
H -2.872 1.938 3.724
H -3.415 4.352 3.929
H -3.044 6.658 3.280
H -1.771 8.359 2.017
H 0.141 7.651 0.602
H 0.757 5.290 0.427
O -3.559 0.423 0.826
C -3.049 1.096 -0.040
C -3.771 2.207 -0.796
C -2.656 2.915 -1.544
C -1.454 2.005 -1.346
O -0.382 2.176 -1.905
N -1.726 1.008 -0.448
H -4.322 2.820 -0.085
H -4.498 1.740 -1.464
H -2.397 3.887 -1.118
H -2.831 3.066 -2.609
O 2.324 -0.833 -4.107
S 1.366 0.151 -3.496
C 2.113 1.804 -3.727
C 1.258 2.594 -4.712
C 0.653 1.568 -5.665
C 0.098 0.483 -4.753
H 3.093 1.554 -4.139
H 2.231 2.282 -2.758
H 1.853 3.351 -5.225
H 0.462 3.100 -4.162
H 1.426 1.147 -6.312
H -0.122 1.994 -6.304
H -0.093 -0.476 -5.230
H -0.799 0.816 -4.228
*
```

relative energy (zero: lowest compared OMol25 entry of this formula, charge and spin)	0.0000	eV
LUMO level (spin up / spin down)	-0.76 / -0.97	eV
⟨S²⟩	0.77
orbital gap (spin up / spin down)	6.26 / 6.07	eV

---

(4)
Entry from OMol25: a structure of composition C43H38BrDyN5O2S2 (ωB97M-V/def2-TZVPD).

```
! wB97M-V def2-TZVPD RIJCOSX def2/J DEFGRID3
* xyz 3 6
Dy -0.072 0.579 0.900
C -0.484 3.845 -2.372
C -1.810 3.784 -2.765
C -2.686 2.955 -2.076
C -2.217 2.202 -1.015
N -0.922 2.249 -0.648
C -0.089 3.064 -1.304
C -3.100 1.304 -0.214
C -4.452 1.156 -0.474
C -5.195 0.286 0.308
C -4.575 -0.411 1.329
C -3.223 -0.199 1.549
N -2.511 0.640 0.791
C -2.479 -0.935 2.608
C -3.135 -1.474 3.700
C -2.416 -2.211 4.629
C -1.055 -2.383 4.441
C -0.463 -1.779 3.349
N -1.145 -1.063 2.444
H 0.230 4.484 -2.872
H -2.167 4.380 -3.595
H -3.723 2.914 -2.373
H 0.942 3.080 -0.965
H -4.933 1.697 -1.275
H -6.249 0.144 0.112
H -5.133 -1.120 1.923
H -4.195 -1.314 3.835
H -2.914 -2.640 5.489
H -0.453 -2.954 5.134
H 0.605 -1.860 3.200
Br 7.038 -1.532 3.267
C 5.360 -0.721 3.125
C 5.194 0.603 3.502
C 3.947 1.201 3.395
C 2.863 0.479 2.918
C 3.050 -0.834 2.504
C 4.286 -1.446 2.622
N 1.559 1.073 2.796
C 1.194 1.901 3.691
C -0.050 2.681 3.589
C -0.369 3.566 4.598
C -1.508 4.352 4.467
C -2.269 4.218 3.324
C -1.880 3.293 2.362
N -0.797 2.529 2.477
H 6.038 1.170 3.868
H 3.848 2.249 3.652
H 2.223 -1.397 2.088
H 4.424 -2.480 2.333
H 1.812 2.086 4.569
H 0.269 3.646 5.469
H -1.782 5.059 5.239
H -3.155 4.816 3.164
H -2.465 3.177 1.461
O 1.855 0.189 -0.166
S 3.170 -0.187 -0.867
C 3.134 -1.977 -1.105
C 1.765 -2.560 -1.445
C 0.968 -2.955 -0.203
C -0.435 -3.476 -0.484
S -1.594 -2.148 -0.997
O -0.811 -0.844 -0.821
C -1.682 -2.419 -2.743
C -2.344 -3.565 -3.173
C -2.443 -3.799 -4.535
C -1.903 -2.890 -5.439
C -1.272 -1.739 -4.988
C -1.160 -1.491 -3.625
C 2.977 0.351 -2.543
C 1.731 0.684 -3.048
C 1.642 1.105 -4.369
C 2.785 1.180 -5.156
C 4.027 0.847 -4.629
C 4.134 0.441 -3.307
H 3.573 -2.415 -0.206
H 3.851 -2.107 -1.919
H 1.926 -3.455 -2.050
H 1.207 -1.861 -2.070
H 0.905 -2.108 0.482
H 1.500 -3.741 0.340
H -0.877 -3.921 0.408
H -0.450 -4.216 -1.284
H -2.779 -4.264 -2.467
H -2.948 -4.687 -4.891
H -1.986 -3.077 -6.501
H -0.863 -1.033 -5.698
H -0.677 -0.597 -3.257
H 0.853 0.612 -2.421
H 0.679 1.374 -4.785
H 2.711 1.509 -6.185
H 4.916 0.919 -5.240
H 5.106 0.208 -2.885
*
```

LUMO level (spin up / spin down)	-8.17 / -8.14	eV
⟨S²⟩	9.33
orbital gap (spin up / spin down)	7.09 / 7.13	eV

---

(5)
Entry from OMol25: a structure of composition C43H38Cl2F3N2O2Re in a non-equilibrium geometry (ωB97M-V/def2-TZVPD).

```
! wB97M-V def2-TZVPD RIJCOSX def2/J DEFGRID3
* xyz 1 2
Re -0.079 -0.174 -0.506
C 1.266 3.316 0.325
C 2.148 2.813 -0.784
C 2.740 3.707 -1.666
C 3.584 3.264 -2.672
C 3.862 1.916 -2.793
C 3.298 0.988 -1.922
C 3.690 -0.461 -2.050
C 2.427 1.451 -0.937
N 1.749 0.525 -0.063
C 2.395 -0.044 0.977
C 3.843 0.178 1.279
C 1.552 -0.792 1.812
C 2.026 -1.380 3.104
N 0.279 -0.862 1.385
C -0.758 -1.052 2.375
C -1.590 -2.174 2.374
C -1.402 -3.296 1.402
C -2.603 -2.251 3.324
C -2.795 -1.239 4.246
C -1.960 -0.137 4.235
C -0.929 -0.026 3.311
C -0.040 1.188 3.341
H 1.028 4.367 0.171
H 1.771 3.228 1.292
H 0.331 2.761 0.394
H 2.533 4.764 -1.560
H 4.033 3.974 -3.355
H 4.536 1.568 -3.567
H 4.743 -0.596 -1.797
H 3.555 -0.815 -3.073
H 3.119 -1.102 -1.380
H 4.293 0.883 0.585
H 4.410 -0.756 1.234
H 3.963 0.574 2.290
H 2.848 -2.077 2.921
H 1.227 -1.916 3.612
H 2.409 -0.611 3.779
H -0.409 -3.738 1.505
H -1.514 -2.946 0.378
H -2.140 -4.078 1.582
H -3.247 -3.123 3.333
H -3.595 -1.308 4.972
H -2.110 0.664 4.950
H -0.582 2.033 3.767
H 0.301 1.471 2.346
H 0.838 1.017 3.970
Cl -5.357 -0.270 -5.685
C -4.225 -0.520 -4.402
C -4.448 -1.565 -3.483
C -3.574 -1.795 -2.457
C -2.433 -0.980 -2.283
O -1.618 -1.247 -1.301
C -2.211 0.066 -3.216
C -1.060 0.884 -3.163
O -0.167 0.843 -2.282
C -3.128 0.276 -4.277
H -5.327 -2.184 -3.600
H -3.748 -2.587 -1.740
H -0.912 1.613 -3.963
H -2.948 1.075 -4.986
F -6.637 5.906 2.626
C -6.573 4.673 3.159
F -7.778 4.110 3.004
F -6.371 4.833 4.479
C -5.474 3.859 2.530
C -4.156 4.246 2.746
C -3.126 3.528 2.171
C -3.404 2.414 1.372
C -4.731 2.038 1.161
C -5.763 2.759 1.739
C -2.335 1.656 0.799
C -1.436 0.994 0.320
H -3.941 5.108 3.365
H -2.098 3.824 2.331
H -4.946 1.173 0.548
H -6.790 2.464 1.578
Cl 2.773 -7.172 1.524
C 2.165 -5.870 0.597
C 1.072 -6.087 -0.246
C 0.584 -5.042 -0.986
C 1.178 -3.761 -0.902
C 0.657 -2.698 -1.622
C 2.286 -3.575 -0.040
C 2.776 -4.618 0.702
H 0.629 -7.071 -0.296
H -0.268 -5.185 -1.638
H -0.197 -2.798 -2.273
H 1.167 -1.754 -1.605
H 2.732 -2.590 0.038
H 3.620 -4.495 1.365
*
```

LUMO level (spin up / spin down)	-5.50 / -5.30	eV
⟨S²⟩	1.06
orbital gap (spin up / spin down)	4.46 / 4.46	eV

---

Q: Number 3 is which compound?
A: C43H37N6O5STi